Entry 1:
Formula: C68H94F6O16
Source: the OMol25 dataset
Level of theory: the ωB97M-V functional and the def2-TZVPD basis

Geometry (Å):
O1 -3.43 -3.96 4.80
C1 -3.75 -3.29 3.86
O2 -4.31 -3.83 2.71
C2 -4.38 -5.23 2.72
C3 -4.80 -5.58 1.37
C4 -3.61 -1.81 3.80
H1 -5.14 -5.50 3.47
H2 -3.46 -5.66 3.08
H3 -4.06 -5.23 0.65
H4 -5.70 -5.02 1.04
H5 -4.97 -6.66 1.28
H6 -3.18 -1.47 4.74
H7 -4.62 -1.36 3.76
H8 -3.03 -1.36 2.94
O3 2.50 6.04 -2.06
C5 1.50 5.40 -2.10
O4 0.59 5.59 -3.12
C6 0.81 6.62 -4.07
C7 1.36 6.06 -5.38
C8 0.99 4.32 -1.22
H9 1.53 7.39 -3.73
H10 -0.15 7.13 -4.14
H11 1.74 6.94 -5.99
H12 0.62 5.41 -5.95
H13 2.22 5.43 -5.12
H14 0.24 4.73 -0.52
H15 1.80 3.98 -0.60
H16 0.54 3.48 -1.71
O5 -1.32 -0.82 7.50
C9 -0.55 -1.74 7.29
O6 0.70 -1.64 6.92
C10 1.30 -0.35 6.68
C11 2.59 -0.51 5.90
C12 -0.97 -3.16 7.55
H17 1.41 0.15 7.60
H18 0.62 0.23 6.03
H19 2.30 -0.99 4.97
H20 3.25 -1.20 6.44
H21 3.01 0.47 5.74
H22 -2.02 -3.25 7.92
H23 -0.33 -3.66 8.29
H24 -0.92 -3.69 6.62
O7 0.19 2.63 2.38
C13 -0.29 3.51 3.01
O8 -1.04 3.31 4.08
C14 -1.23 1.93 4.39
C15 -1.69 1.96 5.91
C16 0.03 4.98 2.73
H25 -0.31 1.37 4.22
H26 -1.98 1.48 3.76
H27 -1.03 2.53 6.52
H28 -1.78 1.00 6.38
H29 -2.63 2.52 5.91
H30 1.01 5.34 3.01
H31 -0.68 5.54 3.31
H32 -0.11 5.03 1.66
O9 2.52 -2.96 2.44
C17 2.58 -4.11 2.78
O10 1.54 -5.03 2.66
C18 0.30 -4.42 2.23
C19 -0.54 -3.74 3.27
C20 3.75 -4.73 3.51
H33 -0.27 -5.27 1.79
H34 0.54 -3.74 1.39
H35 -0.98 -4.37 4.02
H36 -1.39 -3.30 2.75
H37 -0.11 -2.83 3.72
H38 3.66 -5.81 3.54
H39 3.81 -4.38 4.58
H40 4.69 -4.33 3.05
O11 -3.17 4.27 1.90
C21 -2.97 4.71 0.79
O12 -2.55 4.04 -0.34
C22 -2.06 2.68 -0.07
C23 -3.27 1.85 0.29
C24 -3.12 6.15 0.32
H41 -1.30 2.80 0.71
H42 -1.59 2.34 -1.03
H43 -3.73 2.06 1.22
H44 -2.93 0.81 0.42
H45 -4.03 1.94 -0.50
H46 -3.80 6.61 0.95
H47 -3.32 6.19 -0.78
H48 -2.19 6.63 0.54
O13 -1.08 -1.46 0.68
C25 -0.64 -0.97 -0.34
O14 0.60 -0.33 -0.38
C26 1.19 -0.10 1.00
C27 2.42 0.81 0.65
C28 -1.26 -0.97 -1.72
H49 1.37 -1.09 1.41
H50 0.52 0.46 1.57
H51 3.11 0.28 0.02
H52 2.92 0.92 1.59
H53 2.17 1.76 0.23
H54 -2.22 -1.52 -1.71
H55 -0.57 -1.52 -2.36
H56 -1.38 0.08 -1.99
O15 -6.44 -3.20 -0.08
C29 -5.72 -2.36 -0.62
O16 -5.85 -2.06 -1.93
C30 -6.91 -2.82 -2.63
C31 -7.04 -2.18 -3.95
C32 -4.69 -1.52 0.08
H57 -7.91 -2.75 -2.08
H58 -6.65 -3.89 -2.66
H59 -7.80 -2.76 -4.53
H60 -6.06 -2.21 -4.48
H61 -7.37 -1.11 -3.84
H62 -5.23 -0.86 0.81
H63 -4.08 -0.93 -0.57
H64 -4.08 -2.18 0.67
F1 -1.84 -5.66 -3.90
C33 -1.92 -4.41 -4.35
C34 -2.73 -3.51 -3.75
C35 -2.83 -2.16 -4.24
C36 -2.17 -1.77 -5.39
C37 -1.34 -2.75 -5.96
C38 -1.21 -4.05 -5.49
H65 -3.38 -3.76 -2.91
H66 -3.60 -1.52 -3.80
H67 -2.20 -0.84 -5.88
H68 -0.68 -2.49 -6.80
H69 -0.42 -4.71 -5.89
F2 9.78 -0.65 1.58
C39 8.43 -0.84 1.75
C40 7.63 -0.70 0.63
C41 6.26 -1.02 0.74
C42 5.76 -1.46 1.97
C43 6.61 -1.64 3.04
C44 7.98 -1.27 3.01
H70 8.01 -0.39 -0.33
H71 5.60 -0.84 -0.12
H72 4.75 -1.62 2.06
H73 6.13 -1.94 3.99
H74 8.71 -1.26 3.88
F3 4.07 -1.73 -1.37
C45 3.53 -2.60 -2.29
C46 4.18 -2.76 -3.50
C47 3.67 -3.68 -4.46
C48 2.48 -4.27 -4.22
C49 1.84 -4.04 -3.00
C50 2.37 -3.25 -1.98
H75 5.05 -2.14 -3.64
H76 4.09 -3.84 -5.50
H77 2.02 -5.00 -4.92
H78 0.87 -4.52 -2.89
H79 1.80 -3.07 -1.06
F4 -2.91 5.63 -3.29
C51 -2.92 4.29 -3.44
C52 -1.74 3.61 -3.66
C53 -1.84 2.25 -3.89
C54 -3.03 1.61 -3.61
C55 -4.20 2.30 -3.42
C56 -4.14 3.68 -3.40
H80 -0.84 4.20 -3.77
H81 -0.97 1.67 -4.19
H82 -3.03 0.52 -3.59
H83 -5.13 1.77 -3.44
H84 -5.05 4.29 -3.27
F5 6.39 1.92 -0.69
C57 5.81 2.67 0.22
C58 5.27 3.90 -0.13
C59 4.66 4.73 0.83
C60 4.39 4.23 2.09
C61 4.98 2.99 2.43
C62 5.74 2.22 1.51
H85 5.46 4.32 -1.09
H86 4.38 5.73 0.63
H87 3.79 4.76 2.82
H88 4.78 2.76 3.47
H89 6.20 1.35 1.91
F6 0.78 -0.65 -7.25
C63 1.23 0.07 -6.20
C64 1.44 1.41 -6.44
C65 1.82 2.18 -5.35
C66 1.96 1.61 -4.12
C67 1.95 0.21 -3.92
C68 1.60 -0.58 -4.98
H90 1.28 1.78 -7.44
H91 1.91 3.23 -5.42
H92 2.21 2.25 -3.29
H93 2.25 -0.19 -2.95
H94 1.52 -1.65 -4.97

Multiplicity: 1
HOMO level, Eh: -0.3369
Relative energy (zero: lowest compared OMol25 entry of this formula, charge and spin), eV: 1.9309
DFT total energy, eV: -121105.705
LUMO, eV: 0.5384

Entry 2:
Formula: C5H11NO
Source: the OMol25 dataset
Level of theory: the ωB97M-V functional and the def2-TZVPD basis

Geometry (Å):
C1 -0.01 -0.31 2.44
C2 0.16 0.83 1.45
C3 -0.82 0.65 0.30
N1 -0.39 -0.46 -0.62
C4 -0.14 -0.03 -2.00
C5 0.99 -0.82 -2.59
O1 1.60 -0.57 -3.60
H1 0.94 -0.61 2.91
H2 -0.73 -0.11 3.24
H3 -0.35 -1.25 2.01
H4 -0.23 1.73 1.96
H5 1.16 0.92 1.05
H6 -1.80 0.36 0.71
H7 -1.01 1.50 -0.34
H8 0.43 -0.83 -0.19
H9 -1.04 -0.24 -2.58
H10 0.06 1.05 -2.03
H11 1.18 -1.80 -2.11

Multiplicity: 1
HOMO level, Eh: -0.3329
SMILES string: CCCNCC=O
Relative energy (zero: lowest compared OMol25 entry of this formula, charge and spin), eV: 1.8830
DFT total energy, eV: -8899.814
LUMO, eV: 0.9351

Entry 3:
Formula: C4H7NO
Source: the OMol25 dataset
Level of theory: the ωB97M-V functional and the def2-TZVPD basis

Geometry (Å):
C1 -0.09 0.84 0.97
N1 -0.30 -0.60 0.98
C2 -0.08 -1.24 -0.26
C3 0.16 -0.11 -1.25
O1 -0.88 0.71 -1.15
C4 0.27 1.04 -0.47
H1 0.74 0.99 1.65
H2 -0.96 1.32 1.25
H3 -0.15 -0.89 1.93
H4 0.90 -1.82 -0.16
H5 -0.97 -1.95 -0.46
H6 0.70 -0.28 -2.20
H7 0.66 1.96 -0.83

Multiplicity: 1
HOMO level, Eh: -0.2979
SMILES string: C1NC[C@H]2O[C@@H]12
Relative energy (zero: lowest compared OMol25 entry of this formula, charge and spin), eV: 3.3211
DFT total energy, eV: -7796.323
LUMO, eV: 1.0683

Entry 4:
Formula: C5H14N3S2
Source: the OMol25 dataset
Level of theory: the ωB97M-V functional and the def2-TZVPD basis

Geometry (Å):
C1 1.36 -1.10 0.00
C2 0.20 1.91 0.88
C3 0.24 1.87 -1.67
C4 0.72 1.17 -0.39
C5 -1.38 -0.54 0.40
N1 0.99 -2.54 -0.27
N2 0.40 -0.24 -0.36
N3 -1.32 -0.67 1.83
S1 2.91 -0.96 0.54
S2 -1.98 -1.99 -0.38
H1 -0.69 2.42 0.57
H2 -0.05 1.30 1.75
H3 0.90 2.75 1.23
H4 -0.53 2.70 -1.51
H5 -0.12 1.27 -2.50
H6 1.16 2.22 -2.10
H7 1.83 1.32 -0.36
H8 -1.68 0.37 0.03
H9 0.89 -2.56 -1.33
H10 1.49 -3.30 0.21
H11 -1.39 0.06 2.54
H12 -1.84 -1.45 2.22
H13 0.04 -2.73 0.12
H14 -2.14 -1.28 -1.46

Multiplicity: 1
HOMO level, Eh: -0.4554
Net charge: +1
Relative energy (zero: lowest compared OMol25 entry of this formula, charge and spin), eV: 3.7570
DFT total energy, eV: -31543.746
LUMO, eV: -4.0428

Entry 5:
Formula: C17H9F10O4Pd
Source: the OMol25 dataset
Level of theory: the ωB97M-V functional and the def2-TZVPD basis

Geometry (Å):
Pd1 -0.10 0.23 -1.09
C1 0.20 -0.03 5.68
O1 1.54 0.11 5.27
C2 1.80 -0.02 3.94
C3 3.15 0.17 3.57
C4 3.48 0.13 2.25
C5 2.55 -0.13 1.22
C6 2.90 -0.07 -0.18
C7 4.33 0.21 -0.60
O2 2.11 -0.22 -1.12
C8 1.19 -0.43 1.61
O3 0.28 -0.82 0.82
C9 0.86 -0.31 3.00
H1 0.19 0.08 6.76
H2 -0.20 -1.02 5.42
H3 -0.44 0.74 5.23
H4 3.88 0.37 4.34
H5 4.52 0.32 2.00
H6 5.06 0.18 0.20
H7 4.37 1.20 -1.07
H8 4.61 -0.52 -1.36
H9 -0.18 -0.49 3.23
F1 1.38 2.59 -1.84
C10 0.23 2.26 -1.22
F2 0.25 2.93 -0.05
C11 -0.94 2.82 -2.06
F3 -2.04 2.92 -1.32
F4 -0.69 4.03 -2.59
F5 -1.20 2.02 -3.11
F6 -4.89 -3.20 -4.89
C12 -4.25 -2.41 -4.01
C13 -2.87 -2.38 -3.96
F7 -2.16 -3.12 -4.83
C14 -2.22 -1.59 -3.03
F8 -0.87 -1.60 -3.03
C15 -2.89 -0.78 -2.07
O4 -2.33 -0.08 -1.15
C16 -4.30 -0.83 -2.21
F9 -5.05 -0.06 -1.39
C17 -4.95 -1.62 -3.13
F10 -6.29 -1.62 -3.18

Multiplicity: 1
HOMO level (alpha / beta), Eh: -0.1808 / -0.1808
Net charge: -1
Relative energy (zero: lowest compared OMol25 entry of this formula, charge and spin), eV: 1.9364
DFT total energy, eV: -56619.504
LUMO (alpha / beta), eV: 1.9539 / 1.9498

Entry 6:
Formula: C11H21N5O3
Source: the OMol25 dataset
Level of theory: the ωB97M-V functional and the def2-TZVPD basis

Geometry (Å):
H1 3.11 2.78 -0.55
N1 3.04 2.23 0.26
C1 3.53 1.00 0.26
N2 4.30 0.52 -0.78
N3 3.12 0.12 1.30
C2 3.08 -1.36 1.18
C3 1.82 -2.06 0.60
C4 1.35 -1.82 -0.94
C5 0.24 -0.75 -1.11
N4 0.83 0.63 -1.02
C6 -0.87 -0.88 -0.16
O1 -0.94 -1.97 0.47
N5 -1.84 0.06 -0.09
C7 -2.19 1.21 -0.92
C8 -3.10 2.14 -0.06
C9 -3.07 1.41 1.34
C10 -2.95 -0.04 0.91
C11 -4.19 -0.56 0.11
O2 -5.31 -0.26 0.32
O3 -3.83 -1.57 -0.79
H2 4.76 1.13 -1.48
H3 3.82 -0.22 -1.14
H4 2.36 0.48 1.85
H5 3.24 -1.85 2.13
H6 3.83 -1.43 0.46
H7 0.97 -1.74 1.28
H8 1.81 -3.07 0.94
H9 2.17 -1.41 -1.56
H10 0.98 -2.75 -1.37
H11 -0.04 -0.80 -2.18
H12 1.74 0.63 -0.53
H13 0.25 1.14 -0.30
H14 -2.53 1.02 -1.90
H15 -1.17 1.73 -1.18
H16 -2.52 3.08 0.05
H17 -4.10 2.39 -0.40
H18 -3.97 1.65 1.84
H19 -2.14 1.79 1.75
H20 -2.56 -0.63 1.78
H21 -3.03 -1.96 -0.37

Multiplicity: 1
HOMO level, Eh: -0.3256
SMILES string: [H]/N=C(\N)NCCC[C@H](N)C(=O)N1CCC[C@H]1C(=O)O
Relative energy (zero: lowest compared OMol25 entry of this formula, charge and spin), eV: 3.6351
DFT total energy, eV: -25338.835
LUMO, eV: 0.5438

Entry 7:
Formula: C6H34O11
Source: the OMol25 dataset
Level of theory: the ωB97M-V functional and the def2-TZVPD basis

Geometry (Å):
C1 -2.37 2.62 1.63
C2 -0.84 2.82 1.70
C3 -0.19 1.63 2.42
C4 0.10 0.44 1.65
C5 0.11 0.29 0.26
C6 0.33 -0.97 -0.41
H1 -2.42 1.65 1.12
H2 -2.95 3.33 1.04
H3 -2.90 2.59 2.58
H4 -0.64 3.81 2.11
H5 -0.50 2.73 0.67
H6 -0.86 1.35 3.26
H7 0.61 1.86 3.14
H8 0.59 -0.30 2.27
H9 -0.32 1.08 -0.32
H10 -0.29 -1.33 -1.24
H11 0.01 -1.85 0.18
H12 1.32 -1.23 -0.74
H13 1.92 -0.01 -3.15
H14 2.00 -1.28 -2.33
O1 2.52 -0.50 -2.56
H15 1.00 1.88 -4.31
H16 0.58 1.80 -2.83
O2 0.59 1.30 -3.65
H17 -1.94 -1.98 -2.25
H18 -1.37 -3.20 -1.68
O3 -1.38 -2.72 -2.53
H19 3.53 -0.40 2.35
H20 2.68 0.77 2.32
O4 2.90 0.05 2.93
H21 -4.51 0.07 -1.44
H22 -3.47 -0.12 -0.43
O5 -3.83 0.58 -0.98
H23 1.69 3.65 -1.03
H24 2.36 2.32 -0.99
O6 1.63 2.78 -1.45
H25 0.47 -2.96 3.91
H26 1.14 -1.77 3.15
O7 0.43 -2.42 3.11
H27 -2.51 1.18 -3.05
H28 -1.31 0.50 -3.62
O8 -2.26 0.62 -3.80
H29 1.16 -3.57 1.72
H30 1.34 -4.64 0.60
O9 0.77 -3.93 0.91
H31 -1.80 -4.46 0.49
H32 -1.26 -3.08 0.86
O10 -2.01 -3.53 0.47
H33 3.04 0.34 -1.23
H34 3.96 1.35 -0.45
O11 3.14 0.86 -0.39

Multiplicity: 2
HOMO level (alpha / beta), Eh: -0.4830 / -0.4830
Net charge: +1
<S²>: 0.75
Relative energy (zero: lowest compared OMol25 entry of this formula, charge and spin), eV: 0.0000
DFT total energy, eV: -29287.177
LUMO (alpha / beta), eV: -3.9780 / -7.7405

Question: Which value of multiplicity does entry 4 give?
Answer: 1